Record 1
Molecular formula: C18H37N2O2P3STc
Method: DFT, wB97M-V/def2-TZVPD

Energy (hartree): -2469.214666
Orbital gap (spin up / spin down) (eV): 7.41 / 4.75
Expectation value of S²: 3.80
Charge: +4
Spin multiplicity: 4
Energy above the lowest of the compared OMol25 structures with the same formula, charge and spin (kcal per mole): 214.5

Geometry (Å):
P -0.25 2.47 -1.04
C 0.66 3.91 -0.19
H 0.29 4.87 -0.55
H 1.73 3.87 -0.39
H 0.52 3.89 0.89
C 0.30 3.07 -2.76
H -0.33 2.69 -3.55
H 1.33 2.77 -2.95
H 0.25 4.16 -2.82
C -1.93 3.33 -0.87
H -1.92 4.31 -1.36
H -2.17 3.48 0.18
H -2.74 2.75 -1.31
P -2.01 -1.05 1.44
C -2.07 -0.69 3.31
H -2.78 -1.35 3.82
H -2.39 0.33 3.51
H -1.10 -0.84 3.78
C -3.87 -0.71 1.27
H -4.29 -1.16 0.38
H -4.05 0.37 1.24
H -4.42 -1.12 2.12
C -2.01 -2.93 1.72
H -2.88 -3.23 2.30
H -1.12 -3.22 2.28
H -2.01 -3.49 0.79
P 2.04 -1.57 -0.76
C 3.53 -1.77 0.42
H 4.37 -2.24 -0.08
H 3.27 -2.41 1.27
H 3.86 -0.81 0.81
C 2.01 -3.44 -1.12
H 3.02 -3.84 -1.19
H 1.51 -3.66 -2.06
H 1.50 -3.96 -0.31
C 3.17 -0.95 -2.16
H 3.94 -1.69 -2.39
H 3.66 -0.03 -1.86
H 2.61 -0.74 -3.08
Tc 0.00 0.00 0.00
C -0.60 1.41 1.55
O -0.89 2.16 2.36
C 0.79 -1.06 1.73
O 1.20 -1.59 2.66
C -1.26 -2.37 -2.38
C -0.54 -1.64 -3.26
C -0.78 -0.35 -3.48
C -2.00 0.10 -3.10
C -2.76 -0.56 -2.22
C -2.45 -1.87 -2.03
H -1.06 -3.42 -2.20
H 0.26 -2.12 -3.80
H -0.17 0.19 -4.19
H -2.38 1.02 -3.51
H -3.72 -0.16 -1.94
H -3.18 -2.52 -1.59
N 1.61 1.25 4.02
C 2.04 1.35 2.67
N 3.27 1.97 2.36
S 1.13 0.74 1.48
H 2.19 1.63 4.78
H 0.72 0.79 4.26
H 3.59 2.05 1.39
H 3.86 2.36 3.11

Charge distribution, natural (NBO) scheme, values in e: 0.786 -0.878 0.291 0.247 0.229 -0.874 0.240 0.256 0.282 -0.881 0.285 0.254 0.237 0.921 -0.884 0.296 0.257 0.222 -0.869 0.250 0.262 0.293 -0.884 0.289 0.259 0.245 0.794 -0.878 0.291 0.254 0.224 -0.873 0.286 0.241 0.255 -0.880 0.282 0.250 0.242 0.207 0.382 -0.390 0.381 -0.390 -0.007 -0.140 -0.229 0.051 -0.200 -0.171 0.271 0.269 0.277 0.267 0.275 0.268 -0.690 0.298 -0.692 0.509 0.473 0.446 0.448 0.468



Record 2
Molecular formula: C18H37NO3
Method: DFT, wB97M-V/def2-TZVPD

Energy (hartree): -988.166458
Orbital gap (eV): 10.28
SMILES: CCCCCCCCCCCCCCOC(=O)OCCCN

Geometry (Å):
C 8.58 -1.25 2.86
C 7.44 -0.94 1.68
C 7.81 -1.71 0.27
C 7.25 -0.96 -1.08
C 5.76 -1.43 -1.57
C 4.53 -0.87 -0.61
C 3.99 0.64 -1.08
C 2.76 1.00 -0.01
C 1.90 2.34 -0.45
C 0.59 1.90 -1.33
C -0.60 3.01 -1.13
C -2.07 2.23 -1.00
C -2.16 1.39 0.42
C -3.72 1.36 1.00
O -4.67 0.68 0.11
C -6.07 0.81 0.61
O -6.36 1.54 1.71
O -7.14 0.16 -0.17
C -7.85 -0.86 0.63
C -9.42 -0.85 0.21
C -9.99 -2.15 -0.58
N -9.12 -3.38 -0.60
H 9.60 -0.80 2.49
H 8.64 -2.42 3.04
H 8.17 -0.76 3.84
H 7.28 0.21 1.52
H 6.39 -1.38 2.03
H 9.00 -1.69 0.19
H 7.40 -2.82 0.38
H 7.35 0.22 -0.98
H 8.00 -1.26 -1.95
H 5.64 -2.60 -1.65
H 5.60 -1.00 -2.66
H 4.84 -0.84 0.53
H 3.60 -1.60 -0.68
H 3.62 0.55 -2.19
H 4.81 1.47 -0.91
H 3.27 1.17 1.03
H 2.06 0.03 0.03
H 2.61 3.08 -1.01
H 1.51 2.84 0.54
H 0.21 0.84 -0.96
H 0.79 1.83 -2.50
H -0.40 3.65 -0.15
H -0.56 3.76 -2.03
H -2.96 3.02 -1.05
H -2.26 1.46 -1.86
H -1.67 0.32 0.37
H -1.55 2.04 1.21
H -3.98 2.50 1.20
H -3.67 0.76 2.03
H -7.27 -1.86 0.49
H -7.80 -0.63 1.80
H -10.09 -0.64 1.16
H -9.58 0.10 -0.49
H -11.00 -2.47 -0.02
H -10.35 -1.83 -1.67
H -9.11 -3.90 0.30
H -9.58 -4.05 -1.28

Charge distribution, natural (NBO) scheme, values in e: -0.632 -0.410 -0.422 -0.415 -0.417 -0.416 -0.415 -0.405 -0.416 -0.420 -0.408 -0.420 -0.430 -0.081 -0.523 0.987 -0.620 -0.534 -0.093 -0.453 -0.223 -0.857 0.214 0.212 0.216 0.203 0.196 0.205 0.213 0.211 0.210 0.212 0.207 0.208 0.203 0.208 0.205 0.207 0.200 0.215 0.204 0.203 0.215 0.199 0.214 0.213 0.216 0.218 0.214 0.210 0.198 0.212 0.209 0.220 0.240 0.166 0.204 0.358 0.364



Record 3
Molecular formula: C18H37OP3ScSe
Method: DFT, wB97M-V/def2-TZVPD

Energy (hartree): -4968.417339
Orbital gap (spin up / spin down) (eV): 7.14 / 5.75
Charge: +3
Energy above the lowest of the compared OMol25 structures with the same formula, charge and spin (kcal per mole): 27.8

Geometry (Å):
Sc -0.15 1.17 -3.07
P -2.75 -1.36 1.49
P 1.45 0.66 3.17
P 1.08 -1.01 -1.56
H -2.71 2.14 -3.43
C -2.30 1.13 -3.60
C -2.00 0.24 -2.54
H -1.95 0.58 -1.49
C -4.18 -1.26 2.57
C -1.42 -2.30 2.29
C -3.06 -2.20 -0.06
C 2.48 1.94 2.48
C 1.60 0.62 4.95
C 1.95 -0.92 2.49
C 1.01 -1.46 -3.36
C 1.00 -2.69 -0.82
C 2.90 -0.75 -1.36
H -2.61 0.75 -4.59
H -2.14 -0.84 -2.65
H -5.00 -0.74 2.05
H -3.89 -0.66 3.44
H -4.51 -2.26 2.88
H -1.35 -2.00 3.34
H -0.50 -2.03 1.76
H -1.60 -3.38 2.19
H -3.86 -1.69 -0.62
H -3.38 -3.24 0.13
H -2.16 -2.22 -0.69
H 3.29 2.07 3.20
H 1.90 2.86 2.36
H 2.90 1.63 1.51
H 2.67 0.56 5.17
H 1.08 -0.25 5.36
H 1.16 1.54 5.36
H 2.83 -1.22 3.08
H 2.24 -0.80 1.43
H 1.16 -1.68 2.61
H 2.03 -1.71 -3.68
H 0.61 -0.67 -4.05
H 0.36 -2.34 -3.43
H 1.54 -3.42 -1.44
H -0.05 -3.02 -0.73
H 1.45 -2.68 0.18
H 3.41 -1.18 -2.23
H 3.24 -1.24 -0.44
H 3.12 0.32 -1.31
C -0.05 2.49 -1.06
C -0.74 3.17 -2.07
C -0.08 3.49 -3.31
C 1.23 3.00 -3.55
C 1.94 2.40 -2.48
C 1.31 2.27 -1.20
Se -0.90 1.90 1.19
H -2.27 0.01 1.31
H -1.81 3.40 -2.00
H -0.61 4.07 -4.07
H 1.74 3.13 -4.52
H 2.96 2.06 -2.68
H 1.88 1.96 -0.33
O -1.14 0.61 3.65
C -0.34 1.02 2.78

Charge distribution, natural (NBO) scheme, values in e: 1.384 1.278 1.472 0.803 0.259 -0.589 -0.634 0.260 -0.958 -0.962 -0.968 -0.984 -0.960 -0.969 -0.882 -0.908 -0.922 0.278 0.261 0.286 0.294 0.287 0.288 0.232 0.285 0.282 0.293 0.243 0.295 0.297 0.253 0.280 0.292 0.297 0.295 0.248 0.268 0.280 0.156 0.286 0.270 0.237 0.245 0.260 0.252 0.226 -0.036 -0.344 -0.238 -0.304 -0.235 -0.256 0.038 0.047 0.275 0.294 0.300 0.274 0.241 -0.559 0.020



Record 4
Molecular formula: C18H38As3CoI2
Method: DFT, wB97M-V/def2-TZVPD

Energy (hartree): -9393.799008
Orbital gap (spin up / spin down) (eV): 7.26 / 7.35
Expectation value of S²: 0.83
Charge: +1
Spin multiplicity: 2
Energy above the lowest of the compared OMol25 structures with the same formula, charge and spin (kcal per mole): 0.0

Geometry (Å):
Co 0.23 0.09 -0.15
I -0.82 -1.70 1.53
C 1.13 -2.33 2.02
I 2.49 -1.10 0.94
H 1.30 -3.36 1.76
H 1.30 -2.15 3.08
C 0.78 3.61 -0.28
As 1.12 1.94 -1.17
C 3.06 1.99 -1.38
C 0.40 2.30 -2.95
C 0.46 1.22 -4.04
C 1.83 0.57 -4.14
C -0.60 0.13 -3.77
As -0.35 -1.06 -2.23
C 0.75 -2.52 -2.91
C -2.10 -1.90 -2.20
C 0.05 1.88 -5.37
As 1.14 3.17 -6.44
C 2.50 1.95 -7.16
C 2.29 4.11 -5.16
H 1.27 4.44 -0.80
H 1.14 3.55 0.75
H -0.30 3.76 -0.26
H 3.33 2.77 -2.09
H 3.44 1.03 -1.74
H 3.51 2.22 -0.41
H 0.94 3.19 -3.29
H -0.63 2.60 -2.78
H 2.09 0.01 -3.23
H 2.62 1.30 -4.30
H 1.86 -0.14 -4.97
H -0.69 -0.52 -4.64
H -1.58 0.60 -3.62
H 0.51 -2.75 -3.95
H 0.56 -3.40 -2.30
H 1.81 -2.26 -2.84
H -2.39 -2.18 -3.21
H -2.82 -1.20 -1.79
H -2.06 -2.79 -1.57
H -0.91 2.38 -5.22
H -0.14 1.09 -6.10
H 2.00 1.13 -7.67
H 3.18 1.54 -6.41
H 3.08 2.50 -7.90
H 1.71 4.81 -4.56
H 2.99 4.70 -5.76
H 2.87 3.46 -4.51
C -4.23 1.91 1.85
C -2.94 2.74 1.80
C -3.19 4.04 1.04
C -2.48 3.06 3.23
C -1.89 1.96 1.12
C -1.03 1.32 0.56
H -5.01 2.47 2.36
H -4.07 0.98 2.40
H -4.58 1.67 0.85
H -3.97 4.62 1.53
H -3.50 3.84 0.01
H -2.29 4.66 1.00
H -3.25 3.65 3.74
H -1.56 3.65 3.22
H -2.30 2.15 3.80

Charge distribution, natural (NBO) scheme, values in e: 0.453 0.378 -0.716 0.251 0.244 0.247 -0.947 1.152 -0.965 -0.731 -0.074 -0.622 -0.704 0.905 -0.946 -0.940 -0.720 0.910 -0.958 -0.968 0.233 0.249 0.259 0.244 0.237 0.246 0.243 0.245 0.194 0.221 0.227 0.230 0.238 0.236 0.239 0.237 0.237 0.246 0.240 0.226 0.227 0.230 0.211 0.239 0.227 0.245 0.200 -0.584 -0.187 -0.586 -0.584 0.053 -0.575 0.215 0.208 0.211 0.217 0.211 0.207 0.215 0.212 0.212



What is the formula in the first record?
C18H37N2O2P3STc